Entry 1:
Here is a structure of composition C17H21Cl3O4Re in a non-equilibrium geometry from OMol25. Energies are from ωB97M-V/def2-TZVPD.

The geometry in XYZ format:
```
46
C17H21Cl3O4Re ωB97M-V/def2-TZVPD
Re -0.519 -0.835 -0.718
Cl -1.398 -2.756 -0.561
Cl 1.002 -1.338 0.942
Cl -2.191 0.090 0.640
O -1.391 -1.636 3.270
O 1.099 1.143 5.149
O -0.386 0.377 3.223
O 0.751 3.292 1.806
C -0.807 -1.844 6.097
C 0.436 -0.954 7.990
C 0.292 -1.256 -2.586
C 0.622 0.175 5.819
C -0.307 -0.841 5.274
C -0.448 -1.896 7.460
C 0.534 1.016 -2.069
C -2.252 -1.187 -3.336
C -1.888 1.850 -2.432
C 1.218 -0.238 -2.133
C 2.693 -0.405 -2.039
C 0.659 -2.607 -3.091
C 1.183 2.350 -1.897
C -1.032 -0.610 -2.707
C -0.856 0.777 -2.311
C 0.974 0.031 7.198
C -0.751 -0.767 3.832
H -1.642 2.678 -1.746
H 1.682 0.769 7.552
H -0.853 -2.671 8.109
H 3.184 -0.250 -3.017
H 1.578 2.752 -2.847
H 0.374 2.398 1.648
H -3.122 -0.546 -3.117
H 2.020 2.269 -1.195
H -2.143 -1.360 -4.426
H 3.112 0.342 -1.349
H 0.810 -2.585 -4.189
H 1.573 -2.948 -2.577
H 2.955 -1.409 -1.686
H 0.725 -0.970 9.036
H 0.453 3.070 -1.515
H -2.474 -2.156 -2.871
H -1.481 -2.589 5.674
H 0.280 0.863 3.848
H -2.886 1.456 -2.193
H -0.119 -3.351 -2.860
H -1.914 2.263 -3.459
```

Calculated values
charge	-2
2S+1	4
LUMO level (spin up / spin down)	4.15 / 3.61	eV
⟨S²⟩	3.77
energy relative to the best compared isomer or geometry (same formula, charge and spin)	0.0	kJ/mol

Entry 2:
Here is a structure of composition C17H21ClN7SeV in a non-equilibrium geometry from OMol25. Energies are from ωB97M-V/def2-TZVPD.

The geometry in XYZ format:
```
48
C17H21ClN7SeV ωB97M-V/def2-TZVPD
Se -3.743 -0.458 5.442
V 0.138 -0.260 -1.024
Cl -0.884 -1.659 -2.532
N -3.144 0.832 4.429
N 1.891 0.159 0.297
N -0.589 0.997 0.324
N -2.986 -1.679 4.448
N -0.190 1.245 -2.609
N 1.993 -0.414 -2.385
N -0.224 -1.597 0.464
C -0.522 2.318 0.322
C 1.084 1.785 -3.064
C -0.592 -3.742 1.451
C -1.086 3.104 1.325
C -1.588 -1.810 2.450
C 3.240 -0.323 -1.610
C -1.802 -0.698 -1.454
C 1.922 0.579 -3.474
C -1.380 -3.196 2.446
C -1.166 0.379 1.365
C -2.352 -1.107 3.443
C -1.776 2.492 2.351
C -1.819 1.093 2.392
C -1.004 -1.050 1.419
C -0.020 -2.906 0.489
C 3.058 0.636 -0.442
C -2.448 0.326 3.428
H 1.981 -1.333 -2.825
H 1.439 0.120 -4.343
H -2.378 -1.340 -0.789
H 3.968 0.646 0.172
H -0.417 -4.806 1.412
H -2.467 -0.018 -1.991
H 0.627 -3.313 -0.284
H -0.987 4.178 1.287
H -0.844 1.994 -2.387
H 4.074 0.002 -2.242
H 3.486 -1.310 -1.200
H -2.251 3.067 3.130
H 1.737 0.746 1.116
H 2.924 0.905 -3.771
H -0.608 0.745 -3.397
H 2.877 1.658 -0.780
H 1.551 2.350 -2.253
H 0.970 2.453 -3.927
H -1.829 -3.805 3.213
H 2.122 -0.770 0.663
H 0.015 2.783 -0.494
```

Calculated values
charge	+2
2S+1	3
LUMO level (spin up / spin down)	-6.59 / -6.66	eV
⟨S²⟩	2.02
energy relative to the best compared isomer or geometry (same formula, charge and spin)	32.4	kJ/mol

Entry 3:
Here is a structure of composition C17H21CrI2N3O2 from OMol25. Energies are from ωB97M-V/def2-TZVPD.

The geometry in XYZ format:
```
46
C17H21CrI2N3O2 ωB97M-V/def2-TZVPD
I -3.528 2.942 0.457
I -5.874 -0.836 -3.532
Cr 0.362 -0.580 0.228
O 2.286 0.028 0.839
O -1.176 0.776 0.234
N -1.042 0.104 4.210
N -0.012 -1.011 2.423
N -0.946 -1.461 -1.167
C -1.761 -3.062 -2.727
C 2.335 -1.012 0.150
C -2.090 -0.735 -1.328
C -3.331 1.207 -0.673
C -2.915 -2.351 -2.903
C -1.070 -0.606 3.053
C 3.667 -1.617 -0.157
C -3.123 -1.145 -2.197
C -2.605 2.015 4.595
C 0.227 0.613 4.721
C -2.250 0.563 4.887
C -2.408 -0.956 2.469
C -0.787 -2.580 -1.839
C 0.836 1.734 3.882
C -4.278 -0.328 -2.284
C -2.158 0.473 -0.538
C -4.367 0.813 -1.533
H 1.788 2.043 4.313
H -3.548 2.273 5.078
H -2.246 -1.502 1.544
H 4.492 -1.017 0.231
H 0.140 -3.114 -1.675
H -2.708 2.182 3.522
H -5.253 1.430 -1.596
H -1.586 -3.986 -3.259
H -1.840 2.694 4.974
H 0.934 -0.216 4.824
H -3.078 -0.085 4.611
H 0.035 0.969 5.734
H 3.764 -1.747 -1.236
H 1.018 1.420 2.855
H -2.979 -1.591 3.148
H 0.844 -0.758 2.906
H -2.096 0.424 5.960
H -2.992 -0.059 2.256
H -3.679 -2.705 -3.582
H 3.695 -2.619 0.279
H 0.175 2.599 3.851
```

Calculated values
charge	0
2S+1	5
LUMO level (spin up / spin down)	-0.03 / -0.17	eV
⟨S²⟩	6.03

Entry 4:
Here is a structure of composition C17H21GaN4O6P from OMol25. Energies are from ωB97M-V/def2-TZVPD.

The geometry in XYZ format:
```
50
C17H21GaN4O6P ωB97M-V/def2-TZVPD
Ga 0.071 0.520 -0.937
P -2.791 -0.516 0.100
O 1.635 -0.299 -3.062
O 0.095 -0.301 0.829
O -0.168 2.009 -1.971
O -2.874 -0.403 1.595
O 0.132 -1.264 -1.752
O -1.929 0.351 -0.759
N -1.031 -2.537 0.341
N -5.247 0.197 0.859
N 1.850 1.060 -0.292
N 2.297 0.372 0.824
C 1.533 -1.177 2.497
C 2.779 4.481 -3.540
C 0.521 3.631 -3.498
C 1.475 4.465 -4.036
C 1.045 -1.283 -2.703
C 2.149 2.775 -1.934
C -4.550 -0.187 -0.413
C 2.993 -2.442 3.925
C 0.439 -1.585 3.258
C 0.626 -2.420 4.349
C 1.311 -0.308 1.323
C 0.827 2.763 -2.443
C 2.814 -1.604 2.837
C -2.385 -2.285 -0.236
C 2.582 1.975 -0.820
C 1.902 -2.852 4.680
C 3.097 3.647 -2.496
H 3.988 -2.776 4.186
H -5.583 1.159 0.844
H -4.555 0.655 -1.103
H -2.332 -2.522 -1.298
H -0.491 3.617 -3.879
H 4.099 3.650 -2.087
H -4.468 0.083 1.598
H -3.114 -2.923 0.263
H -6.031 -0.414 1.084
H -0.317 -2.126 -0.330
H -0.220 -2.717 4.954
H 1.198 -2.273 -3.162
H 3.522 5.139 -3.963
H 1.206 5.117 -4.856
H 3.563 2.158 -0.386
H 2.049 -3.500 5.533
H 3.653 -1.274 2.242
H -0.913 -2.066 1.248
H -5.059 -1.028 -0.878
H -0.547 -1.204 3.015
H -0.845 -3.535 0.446
```

Calculated values
charge	+1
2S+1	1
LUMO level	-3.10	eV
energy relative to the best compared isomer or geometry (same formula, charge and spin)	19.2	kJ/mol

Entry 5:
Here is the molecule C17H21N3O2S from OMol25. Energies are from ωB97M-V/def2-TZVPD.

The geometry in XYZ format:
```
44
C17H21N3O2S ωB97M-V/def2-TZVPD
S -0.110 -6.591 -0.163
O -1.315 -2.723 1.018
O 2.157 -1.098 0.026
N 1.588 -4.675 -0.553
N -0.686 -4.253 -1.115
N -0.625 -2.861 -1.121
C 2.021 -2.414 0.303
C -1.451 0.065 0.941
C -1.410 1.442 0.929
C -0.878 2.141 -0.153
C -2.278 4.187 0.025
C 1.973 -0.432 1.182
C 0.002 4.112 1.079
C 1.756 -2.593 1.626
C -0.237 4.267 -1.389
C -0.432 0.014 -1.220
C -0.843 3.660 -0.121
C 0.295 -5.050 -0.594
C -0.392 1.396 -1.222
C -1.009 -2.151 -0.005
C 1.721 -1.296 2.198
C -0.965 -0.674 -0.135
C 2.188 -3.391 -0.825
H -1.795 1.977 1.784
H 3.255 -3.566 -1.007
H -0.413 3.752 2.016
H 0.036 1.887 -2.080
H -1.854 -0.471 1.787
H -0.242 5.352 -1.308
H 0.042 5.198 1.118
H 1.766 -2.962 -1.738
H 1.583 -3.521 2.131
H -2.891 3.844 -0.806
H -0.660 -2.434 -2.036
H -0.015 -0.508 -2.068
H -1.608 -4.645 -0.932
H 0.793 3.947 -1.525
H -0.816 3.995 -2.269
H 2.175 -5.364 -0.106
H 1.530 -1.054 3.222
H -2.277 5.275 0.026
H 2.037 0.637 1.144
H -2.735 3.847 0.949
H 1.018 3.733 0.988
```

Calculated values
charge	0
2S+1	1
LUMO level	0.40	eV
SMILES string	CC(C)(C)c1ccc(C(=O)NNC(=S)NCc2ccco2)cc1
energy relative to the best compared isomer or geometry (same formula, charge and spin)	202.5	kJ/mol

Entry 6:
Here is a structure of composition C17H21N3O3S in a non-equilibrium geometry from OMol25. Energies are from ωB97M-V/def2-TZVPD.

The geometry in XYZ format:
```
45
C17H21N3O3S ωB97M-V/def2-TZVPD
S -0.094 2.253 0.060
O 0.648 -1.296 -2.700
O 0.004 1.647 1.232
O 1.024 2.343 -0.590
N 0.808 -0.739 -0.422
N -1.059 0.955 -1.000
N 5.228 -1.564 1.297
C 0.292 -0.546 -1.695
C 3.152 -1.437 0.229
C 1.913 -1.789 -0.259
C -0.986 3.576 0.085
C -2.076 0.237 -0.396
C -0.513 0.594 -2.166
C 3.555 0.231 -0.011
C -3.593 -1.682 0.117
C 5.599 -0.454 1.214
C -2.526 -0.948 -0.612
C 4.010 -2.101 0.779
C 4.672 0.459 0.599
C -3.650 0.383 1.412
C -5.256 -1.700 1.787
C -3.887 -2.904 -0.658
C -2.731 0.956 0.794
C -4.036 -0.983 1.016
H -2.052 -1.242 -1.578
H 2.905 0.963 -0.452
H 5.037 1.450 0.346
H 3.830 -3.074 1.118
H 0.662 0.067 -0.127
H -4.464 0.825 2.508
H 1.405 -2.447 0.788
H -2.431 1.885 1.346
H -5.776 -1.237 2.528
H -1.344 0.498 -2.729
H -4.954 -2.924 -0.968
H -0.286 4.572 -0.528
H 2.016 -2.399 -1.329
H -3.725 -3.699 0.259
H -6.197 -1.983 1.024
H -3.283 -3.026 -1.340
H -1.987 3.553 -0.427
H 0.170 1.421 -2.459
H 6.515 -0.259 1.502
H -5.056 -2.577 2.056
H -1.233 4.077 1.177
```

Calculated values
charge	0
2S+1	1
LUMO level	-0.07	eV
energy relative to the best compared isomer or geometry (same formula, charge and spin)	1936.0	kJ/mol

Entry 7:
Here is the molecule C17H21N3O4S from OMol25. Energies are from ωB97M-V/def2-TZVPD.

The geometry in XYZ format:
```
46
C17H21N3O4S ωB97M-V/def2-TZVPD
S -2.469 -1.685 -1.522
O -0.148 -0.567 0.336
O -2.810 2.197 1.220
O 5.963 1.609 -0.017
O -2.092 -1.858 2.318
N -3.697 0.621 -1.263
N 1.657 -1.902 -0.060
N -3.024 -0.525 0.720
C -0.516 -2.921 0.058
C -1.407 2.408 1.205
C 4.953 0.697 -0.039
C -2.345 -1.611 1.166
C 7.277 1.164 -0.245
C -4.351 1.716 -0.593
C -3.152 -0.323 -0.641
C 2.730 -0.997 -0.043
C 2.571 0.367 0.192
C 0.337 -1.658 0.124
C -1.014 2.463 -0.268
C -2.232 3.136 -0.899
C -3.388 2.739 0.036
C 3.670 1.197 0.193
C 5.111 -0.665 -0.272
C -1.996 -2.552 0.011
C 4.006 -1.497 -0.272
H -3.173 0.283 1.325
H 1.590 0.769 0.374
H -5.028 1.359 0.194
H -1.176 3.355 1.712
H 3.560 2.254 0.374
H 6.084 -1.093 -0.454
H 4.143 -2.554 -0.454
H 7.384 0.717 -1.239
H -0.892 1.451 -0.651
H -0.335 -3.500 0.969
H -2.111 4.219 -0.910
H -0.248 -3.526 -0.810
H -0.937 1.583 1.743
H 7.904 2.052 -0.183
H -2.417 2.786 -1.912
H -3.988 3.618 0.319
H -2.604 -3.458 0.091
H 1.927 -2.862 -0.226
H -4.941 2.228 -1.358
H -0.093 3.018 -0.428
H 7.596 0.443 0.515
```

Calculated values
charge	0
2S+1	1
LUMO level	0.45	eV
SMILES string	COc1ccc(NC(=O)C[C@@H]2S/C(=N/C[C@@H]3CCCO3)NC2=O)cc1
energy relative to the best compared isomer or geometry (same formula, charge and spin)	144.8	kJ/mol

Entry 8:
Here is a structure of composition C17H21N5O2SSeTi from OMol25. Energies are from ωB97M-V/def2-TZVPD.

The geometry in XYZ format:
```
48
C17H21N5O2SSeTi ωB97M-V/def2-TZVPD
Se -1.075 5.932 0.546
Ti 1.030 1.746 0.757
S 1.150 1.610 3.364
O 2.464 1.896 -0.564
O -0.096 1.316 2.556
N 2.236 1.925 2.398
N -3.033 0.782 -0.335
N -0.610 1.119 -0.339
N 0.503 3.508 0.725
N 1.504 -0.372 0.834
C -1.769 0.950 -0.321
C 2.545 -3.475 2.000
C 3.994 3.592 0.082
C 2.034 -4.996 -0.289
C 2.822 -4.828 1.992
C -0.163 4.520 0.650
C -3.690 -0.207 0.557
C 1.749 -3.645 -0.302
C 1.724 -1.502 0.842
C -4.502 -1.185 -0.277
C 3.579 2.436 -0.744
C -3.912 1.529 -1.272
C -4.725 0.543 -2.096
C 2.568 -5.583 0.853
C 4.469 1.904 -1.794
C -5.470 -0.441 -1.196
C 2.007 -2.889 0.848
H -4.061 0.005 -2.778
H 2.741 -2.875 2.878
H -4.334 0.361 1.232
H -3.283 2.168 -1.889
H -5.425 1.110 -2.711
H 5.400 1.580 -1.315
H -6.208 0.097 -0.595
H 3.205 4.348 0.055
H -4.562 2.160 -0.663
H -3.824 -1.806 -0.868
H 4.757 2.714 -2.469
H -2.919 -0.698 1.149
H 1.844 -5.594 -1.169
H -5.042 -1.849 0.398
H 4.937 4.015 -0.249
H -6.023 -1.154 -1.806
H 3.239 -5.298 2.872
H 1.338 -3.173 -1.184
H 4.013 1.084 -2.339
H 2.789 -6.642 0.854
H 4.080 3.263 1.122
```

Calculated values
charge	+2
2S+1	1
LUMO level	-8.03	eV
energy relative to the best compared isomer or geometry (same formula, charge and spin)	0.0	kJ/mol

Entry 9:
Here is the molecule C17H21NO in a non-equilibrium geometry from OMol25. Energies are from ωB97M-V/def2-TZVPD.

The geometry in XYZ format:
```
40
C17H21NO ωB97M-V/def2-TZVPD
O 2.035 -2.037 1.246
N 0.842 -1.660 0.562
C 1.695 0.001 3.341
C 2.870 -0.904 1.410
C -2.708 0.867 -0.523
C -1.617 0.341 0.210
C -2.481 1.349 -1.790
C 1.236 0.760 -2.405
C 4.002 0.533 3.055
C -0.311 0.280 -0.327
C 3.156 1.747 2.678
C 1.831 1.077 2.281
C 0.787 -0.385 0.382
C -1.941 -0.188 1.575
C -3.567 1.884 -2.660
C -0.076 0.812 -1.614
C 2.013 0.293 0.949
C 3.046 -0.622 2.907
C -1.197 1.345 -2.302
H 2.043 1.282 -1.844
H -3.724 0.910 -0.097
H -3.658 2.958 -2.475
H 3.816 -0.981 0.915
H 1.005 1.787 2.290
H 0.824 -0.635 3.212
H -1.542 -1.223 1.678
H 1.097 1.174 -3.432
H -1.446 0.432 2.314
H 3.342 -1.514 3.472
H 4.366 0.558 4.077
H 1.652 -0.239 -2.544
H -3.351 1.733 -3.739
H -3.014 -0.143 1.794
H 3.062 2.417 3.516
H -4.518 1.384 -2.422
H 1.707 0.417 4.329
H 2.496 0.884 0.239
H 4.857 0.475 2.395
H 3.642 2.221 1.801
H -1.102 1.778 -3.288
```

Calculated values
charge	0
2S+1	1
LUMO level	0.80	eV
SMILES string	Cc1cc(C)c(C2=NO[C@@H]3[C@H]4CC[C@H](C4)[C@H]23)c(C)c1
energy relative to the best compared isomer or geometry (same formula, charge and spin)	142.5	kJ/mol

Entry 10:
Here is a structure of composition C17H21NO3Si in a non-equilibrium geometry from OMol25. Energies are from ωB97M-V/def2-TZVPD.

The geometry in XYZ format:
```
43
C17H21NO3Si ωB97M-V/def2-TZVPD
Si 1.453 -1.744 1.650
O 0.621 -2.999 2.330
O 3.045 -2.325 1.284
O 1.605 -0.489 2.782
N -0.106 0.781 -1.127
C -2.021 0.918 -4.833
C 0.863 -4.191 1.614
C -0.966 -0.001 -4.667
C 0.517 -0.482 3.586
C -2.378 1.733 -3.707
C 4.055 -1.809 2.093
C 0.349 -1.107 0.331
C -1.604 1.718 -2.531
C -0.312 -0.098 -3.466
C -0.706 0.687 -2.385
C -1.671 2.414 -1.309
C -0.878 1.743 -0.369
C -0.820 2.086 1.005
C -2.609 3.689 0.502
C -2.498 3.513 -0.845
C 0.981 -0.084 -0.588
C -1.683 3.049 1.375
H 0.228 -0.953 -3.280
H 1.863 -4.501 1.932
H -0.279 1.492 1.686
H -0.581 -0.560 -5.564
H 1.502 -0.736 -1.301
H -3.134 2.481 -3.840
H 0.893 0.214 4.332
H 4.807 -1.461 1.420
H 4.459 -2.614 2.776
H -2.389 1.196 -5.824
H 0.801 -3.917 0.554
H -0.369 -0.020 3.154
H -3.075 4.131 -1.516
H -0.408 -0.623 0.899
H 0.312 -1.511 3.927
H 0.193 -5.072 1.805
H -3.155 4.482 0.905
H 3.619 -0.971 2.708
H 1.624 0.500 0.096
H -0.349 -1.871 -0.059
H -1.801 3.310 2.465
```

Calculated values
charge	0
2S+1	1
LUMO level	0.66	eV
energy relative to the best compared isomer or geometry (same formula, charge and spin)	224.5	kJ/mol